i | ORCA calculation (ωB97M-V with the def2-TZVPD basis set) on a single C17H23N3O4 molecule.

```
47
C17H23N3O4 (ωB97M-V with the def2-TZVPD basis set)
O 2.04090 0.02710 3.54678
C 1.40355 0.16325 2.52709
N 0.52712 -0.73577 2.05198
H 0.06479 -0.63212 1.15708
C 0.18054 -1.93455 2.77510
H 0.81408 -1.96117 3.66452
H -0.86740 -1.88087 3.09107
C 0.40071 -3.18093 1.91876
H 1.43315 -3.19951 1.56885
C -0.57176 -3.25976 0.74112
N -0.44626 -2.14823 -0.19526
C -1.60916 -2.06153 -1.06818
H -2.50483 -1.94008 -0.45502
C -1.46768 -0.85460 -1.99448
O -0.29514 -0.93196 -2.77149
C 0.83662 -1.03288 -1.94286
C 0.75121 -2.24773 -1.01843
H 1.63229 -2.27021 -0.37581
H 0.73536 -3.16631 -1.63094
H 1.69725 -1.11710 -2.60861
H 0.93576 -0.11789 -1.33895
H -2.29912 -0.81385 -2.69950
H -1.45909 0.06529 -1.39409
H -1.71830 -2.97501 -1.67832
H -0.43805 -4.22556 0.22284
H -1.59085 -3.23378 1.13703
H 0.24521 -4.06427 2.53995
C 1.64857 1.36252 1.59393
N 0.43274 1.91836 1.02834
C -0.64292 2.07111 1.84975
O -0.63898 1.74353 3.01440
C -1.85739 2.70836 1.18637
H -1.77327 3.80205 1.29768
O -2.00879 2.36466 -0.17244
C -0.86314 2.54193 -0.90311
C -0.96247 2.85980 -2.24777
C 0.18334 3.04416 -3.00060
C 1.42476 2.94322 -2.39933
C 1.53164 2.60971 -1.05962
C 0.39108 2.36815 -0.30245
H 2.50904 2.54162 -0.60949
H 2.32176 3.11752 -2.97268
H 0.10309 3.28336 -4.04885
H -1.94481 2.95166 -2.68200
H -2.75967 2.37342 1.70046
H 2.28671 1.00704 0.78241
H 2.18779 2.11786 2.17474
```

Properties
Lowest unoccupied orbital energy: 0.734 eV
SMILES: O=C(CN1C(=O)COc2ccccc21)NCCCN1CCOCC1
HOMO-LUMO gap: 0.3433 Eh

ii | ORCA calculation (ωB97M-V with the def2-TZVPD basis set) on a single C17H23N3O4 molecule.

```
47
C17H23N3O4 (ωB97M-V with the def2-TZVPD basis set)
C -5.98271 -2.79745 -0.28265
C -4.99006 -1.67868 -0.25411
C -5.38875 -0.35896 -0.26199
C -4.45925 0.68365 -0.24254
C -3.07856 0.41251 -0.19170
C -2.68693 -0.93165 -0.22248
C -3.61812 -1.94484 -0.25011
H -3.27932 -2.96953 -0.28777
H -1.63255 -1.16171 -0.26870
N -2.13665 1.42373 -0.16057
C -0.94265 1.51914 0.50846
O -0.15588 2.38645 0.20406
C -0.72357 0.62343 1.71477
H -1.07211 1.19439 2.58086
C 0.76884 0.33627 1.86655
C 1.24745 -0.53480 0.71250
O 0.45571 -1.07658 -0.04364
N 2.57745 -0.70711 0.58336
C 3.61044 -0.04866 1.34870
H 3.20665 0.36644 2.26978
C 4.27199 1.04048 0.50135
H 5.05476 1.53100 1.08209
C 4.85934 0.43012 -0.77351
C 5.48011 1.50505 -1.65980
H 5.90373 1.06142 -2.55775
H 6.27148 2.02879 -1.12845
H 4.72749 2.23136 -1.95783
C 3.75592 -0.32636 -1.51666
C 3.09810 -1.35966 -0.60262
H 2.26435 -1.84923 -1.10734
H 3.82841 -2.11624 -0.29543
H 4.16604 -0.82728 -2.39474
H 2.99503 0.38157 -1.85153
H 5.64108 -0.28463 -0.48803
H 3.52320 1.78880 0.23319
H 4.35861 -0.80472 1.61786
H 1.29938 1.28894 1.84513
H 0.96636 -0.16908 2.81396
H -1.29654 -0.29698 1.65511
H -2.38900 2.26612 -0.67609
N -4.98329 2.01154 -0.28281
O -6.15327 2.16955 0.00044
O -4.23897 2.92397 -0.60749
H -6.43575 -0.09625 -0.29795
H -5.82185 -3.46709 0.56065
H -6.99920 -2.41704 -0.23898
H -5.86693 -3.38017 -1.19558
```

Properties
Lowest unoccupied orbital energy: -0.454 eV
SMILES: Cc1ccc(NC(=O)CCC(=O)N2CCC(C)CC2)c([N+](=O)[O-])c1
HOMO-LUMO gap: 0.3050 Eh

Stability ranking, top entry: i; the second entry is 33.0 kcal/mol less favorable.

i | ORCA calculation (ωB97M-V with the def2-TZVPD basis set) on a 4-piece molecular cluster, C6H17NO3 overall.

```
27
C6H17NO3 (ωB97M-V with the def2-TZVPD basis set)
C 0.74915 1.81110 -0.25184
N 0.09425 0.98074 0.81753
C -1.29531 0.62159 0.49192
C -1.94284 -0.19353 1.41963
C -1.53194 -0.63459 2.80767
C -2.36244 1.17025 -1.63734
C -1.59799 0.37809 -0.98017
H 1.69148 1.23058 -0.44177
H 1.03367 2.73799 0.07926
H 0.34883 1.85904 -1.24596
H 0.19398 1.33881 1.67651
H -2.70050 -0.66264 0.78777
H -1.39223 0.18387 3.57524
H -0.48628 -1.16918 2.74797
H -2.44855 -1.23594 3.31824
H -2.60027 1.04225 -2.67785
H -2.84886 1.95220 -1.20433
H -0.97834 -0.51395 -1.14311
H 2.54583 -1.71573 2.49754
H 1.57929 -1.44240 1.22449
O 2.24697 -2.11625 1.61239
H 3.19105 -0.74244 -0.56028
H 2.99784 -2.08644 -0.39054
O 3.42737 -1.56212 -1.03758
H 0.79708 0.34876 -4.09863
H 0.71168 -1.25735 -3.88705
O 0.57709 -0.32269 -3.49974
```

Properties
Lowest unoccupied orbital energy: 0.552 eV
SMILES: C=C/C(=C/C)NC.O.O.O
HOMO-LUMO gap: 0.3111 Eh

ii | ORCA calculation (ωB97M-V with the def2-TZVPD basis set) on a 2-piece molecular cluster, C6H17NO3 overall.

```
27
C6H17NO3 (ωB97M-V with the def2-TZVPD basis set)
C 1.58921 -1.93491 -0.04306
C 0.85017 -3.18957 0.40369
O 1.32214 -0.85898 0.80591
O 1.23389 -1.69260 -1.38632
H 0.70045 -0.09446 0.43690
H 1.75292 -0.95719 -1.72771
H 2.67546 -2.09543 0.03143
H 1.19709 -4.04550 -0.16973
H -0.22024 -3.06768 0.24491
H 1.04063 -3.36999 1.45897
C -1.41651 0.60201 0.23533
C -0.06199 1.64906 -0.08601
C -1.70328 -0.22404 -1.00181
C 0.24317 2.43014 1.19609
N -0.53400 2.48819 -1.18515
O -1.22807 -0.13858 1.37760
H -0.51350 -0.85366 1.18407
H -2.21229 1.33125 0.42778
H 0.87879 1.24707 -0.48490
H 0.17702 3.16807 -1.43619
H -1.36428 3.00449 -0.90956
H -0.91960 -0.95552 -1.18526
H -2.65831 -0.73549 -0.87881
H -1.76339 0.42168 -1.87308
H 0.57563 1.75941 1.98574
H 1.01299 3.18126 1.01976
H -0.65410 2.93097 1.55942
```

Properties
Lowest unoccupied orbital energy: 0.712 eV
SMILES: C[C@H](N)[C@@H](C)O.CC(O)O
HOMO-LUMO gap: 0.3621 Eh

Stability ranking, top entry: ii; the second entry is 65.2 kcal/mol less favorable.